A | DFT (ωB97M-V/def2-TZVPD) results for a molecular structure, C21H58Mn2N2O29S7.

```
119
C21H58Mn2N2O29S7 | OMol25 | ωB97M-V/def2-TZVPD
O 1.6147 -2.1382 -1.1969
H 3.0594 6.0853 1.5396
C 3.3834 -4.0249 -0.4374
H -1.2395 6.0430 1.9447
O -0.5903 0.3429 2.7489
H 3.9306 4.8981 2.1394
O -6.8390 2.2551 -1.4360
S 2.5242 -3.1154 -1.7981
H -1.4938 -4.7593 -2.7135
H -8.0089 0.2493 -2.0751
H -1.9308 2.2106 -1.7807
H 0.3299 -6.4973 -3.4684
C 0.5421 -1.6934 -5.3408
H 1.5171 2.3629 6.3179
C 6.4512 1.5634 0.4021
H -3.8887 -3.6203 2.7898
S 2.3833 2.5577 4.0245
H 1.2478 4.0275 5.7371
H -1.6569 2.4350 -3.5825
H 0.2967 2.8177 4.9084
H 2.1394 4.1107 -1.4892
H -4.0986 0.3615 -0.4540
H -2.9796 -4.3696 -3.2610
O 0.2748 -2.1092 1.7214
H 3.1686 -5.6989 -2.8903
O 0.7304 1.1938 -2.7732
C 2.1611 -5.3729 -3.1486
C 1.7409 4.8440 2.7401
C 1.3348 -6.6950 -3.0951
H 0.5378 -2.1572 -4.3544
H 1.4131 -1.9424 -5.9470
C -1.9558 5.3004 1.5933
O -3.0953 -4.4706 -0.4197
O 2.1747 1.1565 3.6206
H 4.8327 -1.9506 5.0231
O -0.8533 -0.6518 -2.0847
H -7.5809 -1.1852 -2.9203
O 2.1741 -2.6727 5.8872
H 1.6265 1.0674 0.8083
C -0.0375 4.4659 -1.0158
H 1.2110 0.3180 -5.3200
H 1.2587 -7.0285 -2.0601
C -4.0692 -4.3842 0.6349
H -8.2935 -1.5216 -0.7474
S -0.5733 0.5400 -2.9443
C 0.2355 -0.1607 -5.4066
H -2.8189 5.3504 2.2572
H 0.9062 5.3881 2.2982
H -5.0284 -3.9186 0.4083
H -1.6930 -3.1321 -3.5175
H 0.0494 3.7968 -0.1598
O 1.5734 3.4161 2.8267
H -0.1207 0.1655 -6.3838
H -0.5462 4.0097 -1.8651
H 7.4804 1.4745 0.7501
H -0.2173 -2.2919 -5.8440
H -2.3914 -3.8479 1.8585
O -4.6970 2.2654 -2.8368
O 1.2364 -1.0492 6.8699
N 1.5173 -1.6760 5.8345
C 5.5707 0.3271 0.6420
S -2.3661 5.4686 -0.1743
H -4.1295 2.1638 -0.2274
C 2.9223 5.0236 1.7448
H -5.4974 1.0935 0.3487
O 3.3502 -1.1596 2.6163
O -3.0316 6.7689 -0.2894
C -7.2416 -1.2412 -0.8020
S -2.5023 -3.1155 -1.1614
N -1.3100 0.7572 1.8488
C -3.4570 -3.6292 1.7889
H 2.7312 4.4483 0.8389
H -6.5473 -2.0800 -0.8530
H 6.4723 1.8852 -0.6391
H -3.4733 -2.5873 1.4691
Mn 0.1582 -1.1377 -0.1311
H 1.7166 5.6894 -0.7747
O 5.5558 -2.3053 2.0635
C -4.7144 1.2587 -0.3913
C -2.1115 -3.8691 -2.8321
O 3.5833 -2.7796 -2.7115
H 2.1239 -4.9718 -4.1614
H 2.7318 -4.7703 0.0186
S -5.6300 1.5918 -1.9413
S 4.8277 -1.2319 2.6993
H -4.2864 -5.4413 0.7879
O 1.1396 -1.3114 4.6801
O -0.8332 5.6364 -0.7966
C -1.8784 1.7477 -2.7661
O 5.4137 0.2483 2.1009
C 5.2867 -1.0796 4.5504
H 1.8404 5.2800 3.7342
H 5.9676 2.4002 0.9060
O -5.9716 0.0393 -2.4251
O 1.4643 0.1040 0.8131
H 1.3210 5.2159 -2.4631
O 3.7296 3.1017 4.3166
O 1.5394 -4.3508 -2.3557
C 1.3749 4.8850 -1.4259
H 5.9331 -0.6629 0.3650
C 1.2216 2.9726 5.4641
H 1.6541 -7.4442 -3.8196
H 4.9467 -0.0901 4.8559
O -2.8751 4.2122 -0.7302
O -3.5407 -2.1005 -1.3371
H 6.3676 -1.2113 4.5003
H 4.6053 0.5575 0.1915
O -1.2177 -2.7536 -0.5541
Mn 1.3443 -0.5949 2.7051
H -2.8078 1.2162 -2.9706
C -7.2284 -0.5086 -2.1418
O -1.9631 1.8226 2.0351
H -7.0222 -0.4544 -0.0803
O -0.8575 0.0504 -4.4969
O -1.3574 0.1304 0.8053
H -1.5706 4.2999 1.7903
H 0.1828 -2.8460 2.3563
H 3.6245 -3.2156 0.2518
H 4.3609 -4.3902 -0.7522
```

Summary:
2S+1: 11
HOMO-LUMO gap (alpha / beta) in Ha: 0.26319 / 0.29397

B | DFT (ωB97M-V/def2-TZVPD) results for a molecular structure, C21H58Mn2N2O29S7.

```
119
C21H58Mn2N2O29S7 | OMol25 | ωB97M-V/def2-TZVPD
H 1.5398 3.3933 -6.5323
H -3.9983 -2.4568 -2.5117
H -0.7403 2.3264 -6.1406
O 0.0234 -4.2066 -1.2692
S -1.8743 -4.8363 -5.5923
H -1.0125 -6.5143 -0.3001
O 4.2844 -1.2695 0.3034
H 2.6962 -4.7675 -1.2929
H 4.3526 4.6328 0.7208
H 5.3803 3.6923 -0.4230
H 1.1046 3.4658 5.5690
C -1.9992 -3.1595 3.9409
O -2.4187 3.1130 -1.8268
O -0.7090 0.7767 -0.4606
O -2.2722 -0.4327 4.0540
O 4.3697 1.3256 0.3984
C -3.0026 -4.3278 -3.2488
H 2.9621 2.7477 -0.2210
S -1.5662 0.6122 -4.1462
H -3.4331 -3.5360 -1.2550
H 5.0310 -0.1851 2.9069
O -0.4559 4.5231 -2.3985
H 0.8101 -2.2914 4.5848
H 3.4750 -0.9609 3.1164
H -3.5147 4.4099 -4.1374
C 0.4196 -1.4473 5.1533
H -1.8379 4.1478 -4.5208
O -2.1360 0.5321 -2.7873
S -2.2336 -1.5931 4.8967
O -0.8021 -1.6092 5.8304
H 3.8516 3.0398 4.2564
H -1.1576 1.4956 5.1337
H -0.0426 3.1287 -0.9812
Mn 0.1307 -0.5155 0.9143
O -1.7041 -4.0750 -6.8344
C -1.1491 2.2909 4.3884
C -2.5120 4.8025 -3.9684
C 2.6745 -3.7664 -0.8623
C 1.9295 2.8361 5.2356
H -1.2811 -2.9282 3.1542
S -2.0786 4.4711 -2.2129
N -4.0307 2.8798 1.4667
H 0.3618 -0.5962 4.4747
O 1.2378 -2.8731 -2.9391
H 1.1018 -0.3540 6.9009
H -1.6093 -3.9132 4.6250
H -2.4298 5.8549 -4.2398
H -2.2642 -5.4022 -0.5930
H -0.3348 -5.3976 -3.7234
O -2.5485 5.6402 -1.5282
C -1.4443 -5.5962 0.0984
H 2.4010 -0.8405 5.7734
C -0.2324 -5.1291 -4.7749
O -3.3746 -1.8535 5.8316
H 0.2889 -5.9169 -5.3187
H -2.2779 -2.5226 -2.1995
H -1.0258 3.2594 4.8731
H -2.3830 -5.1537 -2.8995
O -3.0983 2.2342 0.9493
H 3.1680 2.6915 1.5105
C -0.5486 -0.9374 -4.4168
C 0.4029 4.0191 -1.4247
S 1.1131 -2.9764 -1.5097
O 2.1325 0.1869 0.6722
C 3.9691 -0.0935 2.6786
H -0.2611 -0.9972 -5.4665
H 1.2629 3.5782 -1.9289
H -0.0555 0.9251 -1.1715
H 3.5215 4.3407 5.3838
Mn -2.6466 1.2813 -0.8924
O 0.4457 3.5492 2.5868
O 1.5000 1.9153 4.2396
H 5.5262 3.5219 1.3309
C 1.1621 3.2300 -5.5229
O -3.3538 -0.6145 -0.1813
H 0.4421 -4.8195 0.6438
C 1.4673 -1.1451 6.2462
O 0.0255 0.9715 2.4077
H 0.3097 -4.2027 -4.9647
O -4.0153 3.1513 2.6466
C 3.7034 2.6042 0.5651
H 2.5640 -3.7466 0.2219
S 0.1977 2.2182 3.1781
O -3.5546 -2.3972 0.9272
H -1.1274 -1.7466 -3.9715
C 4.8216 3.6712 0.5127
O 1.0635 -1.8501 2.0544
O -0.3848 1.7706 -4.1615
O -1.8651 -1.1346 1.1929
O -2.4705 -3.7583 -4.4414
N -2.9591 -1.3820 0.6831
H -4.0058 -4.7302 -3.3892
H 0.3259 -0.7071 -3.8083
H -0.8335 -3.5891 0.4878
S 3.5753 -0.0765 0.8420
H 3.4774 -3.1484 -1.2644
H 0.1519 5.3057 0.2636
H -2.0172 2.3299 3.7305
H 1.6091 -2.0705 6.8045
C -3.1845 -3.1267 -2.2341
H 1.6898 4.5929 0.2111
C 0.9457 5.0528 -0.4392
H 3.4345 0.7301 3.1518
H 0.8861 4.1785 -5.0623
H 2.6404 4.1887 3.7632
H 0.6051 1.2109 -5.9057
H 2.3077 2.3470 6.1332
O -4.9550 3.2446 0.6858
O 0.6967 -1.7845 -0.7673
O -2.6892 -6.0498 -5.5104
C 0.0934 2.0763 -5.4845
C -0.4227 -4.5037 0.0603
H 1.9426 2.8172 -4.8839
H 1.4202 5.8952 -0.9425
H 1.5591 -2.4608 2.6340
H -2.9597 -3.4571 3.5202
H -1.9367 -5.7985 1.0496
O -2.4194 0.8124 -5.3206
C 3.0653 3.6924 4.6357
```

Summary:
2S+1: 11
HOMO-LUMO gap (alpha / beta) in Ha: 0.28999 / 0.30915

Which structure is the most stable? The one labeled B.

A | DFT (ωB97M-V/def2-TZVPD) results for 2 unconnected molecules or ions with the total composition CH4INOS.

```
9
CH4INOS | OMol25 | ωB97M-V/def2-TZVPD
H 1.7359 1.2716 -0.8047
O -0.8769 -1.5241 -0.5616
H 1.6351 -0.1332 -1.1279
H 0.3308 -0.7506 0.4101
H 0.3641 1.1241 1.2588
I -3.5404 -0.6075 1.1324
N 1.5819 0.5433 -0.3209
C 0.4399 0.3957 0.5646
S -1.6703 -0.3193 -0.5507
```

Summary:
2S+1: 1
HOMO-LUMO gap (alpha / beta) in Ha: 0.26814 / 0.26836

B | DFT (ωB97M-V/def2-TZVPD) results for a single CH4INOS molecule.

```
9
CH4INOS | OMol25 | ωB97M-V/def2-TZVPD
N 1.4360 0.8438 0.0238
I -2.5646 0.8370 0.6495
H 1.0993 1.5120 0.6295
H 0.1515 -0.4421 1.0646
O -1.4621 -2.0998 0.0151
H 0.7783 -1.0098 -0.6698
S -1.5482 -0.8236 -0.7303
H 1.6470 1.3580 -0.9503
C 0.4629 -0.1755 -0.0319
```

Summary:
2S+1: 1
HOMO-LUMO gap in Ha: 0.29907

Which structure is the most stable? The one labeled B.

A | DFT (ωB97M-V/def2-TZVPD) results for 2 unconnected molecules or ions with the total composition C18H27NO3.

```
49
C18H27NO3 | OMol25 | ωB97M-V/def2-TZVPD
H -3.5043 -1.6934 2.8525
H -2.3329 -4.5543 -2.1406
H 0.6712 0.2938 3.9937
H 0.9573 -0.7988 2.4819
H -4.5305 -4.4027 -0.9110
C 0.3023 0.1082 2.8736
H 2.6104 5.9638 3.0995
H 3.5601 -2.0428 -0.6157
C -1.2772 -2.5731 -2.9509
H -1.9165 -3.3881 0.1023
C -2.7274 -2.9037 -0.6169
H -3.4677 -3.1767 -2.7561
C -2.5935 -0.9290 2.7483
C 1.5164 5.3899 1.2889
H -0.8016 -3.3237 -3.7426
H 2.2974 6.0093 -0.6458
H 3.2674 6.6428 1.6066
H -5.0024 -2.6269 -0.3617
H 1.0298 -5.6350 -2.2721
H -1.7985 -1.7131 -3.5885
H 3.5563 4.9442 1.9980
H -0.0534 2.3467 2.6327
C 1.9379 -3.8006 -2.5507
C 0.1202 1.5148 0.4968
C 2.8086 5.7472 2.0421
C -4.2267 -3.5194 -0.2036
O 1.1228 -4.9420 -3.0022
H -4.2858 -3.7812 0.9473
C -1.2676 -0.4062 2.8225
C 1.9634 -0.2880 -0.0729
C 1.8481 5.1200 -0.1883
H -2.8272 -1.7407 -0.4781
H -1.0544 1.6635 0.3945
H 2.5603 4.2939 -0.3147
H 2.6717 0.3177 0.6620
C 2.4711 -1.6595 -0.8139
C 1.3799 -2.4477 -1.8047
N 0.5566 0.2496 -0.2452
C 0.5759 1.5168 2.0717
H 0.6381 2.4572 -0.0209
C -2.4568 -3.3907 -2.1590
O 1.0396 4.2722 1.8087
O 3.2855 -3.8596 -2.7392
H 0.9463 4.8771 -0.7644
C -0.1686 -1.8431 -1.9879
C -0.4531 -0.4320 -1.1418
H -1.5522 0.0071 -1.2811
H 1.7012 1.8347 2.1500
H 0.9025 6.3016 1.2969
```

Summary:
2S+1: 1
HOMO-LUMO gap in Ha: 0.09900

B | DFT (ωB97M-V/def2-TZVPD) results for a single C18H27NO3 molecule.

```
49
C18H27NO3 | OMol25 | ωB97M-V/def2-TZVPD
C 4.2909 2.3816 -2.4695
H 5.0367 0.6306 -1.4688
C 0.4249 -0.0400 -2.5042
C -3.3717 -1.2732 3.2190
O -0.6809 -2.7146 1.1285
O -2.8505 0.6447 -1.6654
H 4.2447 1.2367 0.7915
H 5.7943 2.1352 -0.9407
H 4.1624 3.4452 -2.2552
C 3.8501 1.7649 -0.0794
H -0.9120 -1.6441 -0.6972
C 0.5391 1.4266 -2.0908
H 0.7952 -0.6797 -1.7011
H 1.7991 1.2343 0.3399
H -5.1017 -1.0266 5.9616
H -1.3854 0.2108 -3.6550
C -3.3427 -0.2531 1.0473
C 1.9501 1.8938 -1.7116
H 2.6529 0.1069 -0.7207
H 2.5538 2.2926 -3.7469
H -0.1223 1.6013 -1.2385
C 4.8454 1.6804 -1.2330
C 2.5079 1.1638 -0.4884
C -2.2911 -2.0770 2.8440
N -1.6732 -0.9869 -0.5969
C 2.9461 1.7784 -2.8667
H -3.7461 0.4538 0.3421
H 0.1760 2.0479 -2.9131
H -4.6736 0.3663 4.9373
H 3.0931 0.7282 -3.1260
H -1.9147 -2.7722 3.5755
C -1.0266 -0.4068 -2.8306
C -3.8933 -0.3613 2.3159
H 3.7087 2.8114 0.2008
H 0.2986 -3.1834 2.8953
H 1.8668 2.9565 -1.4515
H -1.0870 -1.4555 -3.1315
C -4.9117 -0.7023 4.9395
O -3.8249 -1.4744 4.4909
C -2.2746 -1.0434 0.6639
H 0.6954 -4.1302 1.4393
H 4.9984 2.2909 -3.2968
H -4.7251 0.2727 2.5746
H -0.8396 -4.4223 2.2947
H -5.8060 -0.8760 4.3325
C -1.9580 -0.1756 -1.6490
C -0.1115 -3.6606 2.0002
C -1.7418 -1.9701 1.5836
H 1.0352 -0.2261 -3.3896
```

Summary:
2S+1: 1
HOMO-LUMO gap in Ha: 0.30823

Which structure is the most stable? The one labeled B.

A | DFT (ωB97M-V/def2-TZVPD) results for a gas-phase ion, C5H9NO2 (charge +1).

```
17
C5H9NO2 | OMol25 | ωB97M-V/def2-TZVPD
H -1.6857 -0.2896 0.9528
C 0.2419 -1.1425 0.7422
N 1.4838 -1.2297 1.0974
H 0.5855 0.1348 -0.9028
H 1.9768 -2.6336 -0.4069
H -1.1310 1.9878 0.9899
C -0.6754 -0.0568 1.1433
C -0.4533 1.2670 0.5149
C -0.9537 1.4164 -1.0011
H 0.5030 1.6201 0.7831
O 0.1715 0.6835 -1.6005
H -0.1333 -2.0814 0.3672
O -2.1124 0.8327 -1.1191
H -0.9578 2.4393 -1.3929
H 3.3261 -1.9877 0.7558
H -0.4546 0.1101 2.2657
C 2.3591 -1.9542 0.3779
```

Summary:
Net charge: +1
2S+1: 2
HOMO-LUMO gap (alpha / beta) in Ha: 0.25739 / 0.25577

B | DFT (ωB97M-V/def2-TZVPD) results for a gas-phase ion, C5H9NO2 (charge +1).

```
17
C5H9NO2 | OMol25 | ωB97M-V/def2-TZVPD
C -0.6326 0.5626 -1.6297
H -1.4108 0.1202 1.1739
O 1.2828 -1.7556 1.3464
C 0.6080 0.4029 2.0481
C 1.1267 -1.0495 2.3118
N -0.9176 -0.4392 -2.5006
H 1.5160 0.9035 1.6980
H 0.3514 0.8378 3.0064
H 1.5351 -1.3450 3.2891
C -0.4494 0.5831 0.9493
O -1.0978 1.6602 -1.8899
H -0.3801 -1.3000 -2.5497
H -0.7171 1.6289 0.8032
H -1.4336 -0.1541 -3.3276
H 0.1501 -1.0222 -0.4703
C 0.1220 0.0575 -0.3771
H 1.1373 0.4627 -0.4803
```

Summary:
Net charge: +1
2S+1: 2
HOMO-LUMO gap (alpha / beta) in Ha: 0.35865 / 0.15319

Which structure is the most stable? The one labeled B.

A | DFT (ωB97M-V/def2-TZVPD) results for a gas-phase ion, C3H4N2O5P (charge -1).

```
15
C3H4N2O5P | OMol25 | ωB97M-V/def2-TZVPD
O -2.2135 0.3812 -2.2982
O -1.2077 0.9408 3.1384
P -0.0521 0.5477 2.3075
N 0.2393 -1.5413 0.7380
N 1.3985 -1.1969 0.5310
H 1.8083 -0.5771 1.2697
C -1.1858 0.4603 -1.6262
C 0.1102 -0.1638 -2.0858
H 0.7270 0.6028 -2.6455
H 0.7257 -0.6042 -1.2537
O -0.3229 1.3364 0.6293
O 1.3694 0.8681 2.5653
H -0.2060 -0.9619 -2.7472
O -0.3202 -0.9933 1.8709
C -0.8701 0.9010 -0.3934
```

Summary:
Net charge: -1
2S+1: 1
HOMO-LUMO gap in Ha: 0.28054

B | DFT (ωB97M-V/def2-TZVPD) results for a gas-phase ion, C3H4N2O5P (charge -1).

```
15
C3H4N2O5P | OMol25 | ωB97M-V/def2-TZVPD
H 1.3066 -0.9347 -0.0098
N -1.6615 0.0558 1.8531
N -1.7222 1.0871 2.5490
C -1.0922 0.0725 0.7184
H -2.4105 1.1912 3.2787
P -1.2105 -2.4494 1.5461
O -1.3871 -1.8923 0.0673
C 0.9084 -0.2809 -0.7459
O 0.1745 -2.2375 2.0745
H 1.6829 0.1380 -1.4428
O -1.9937 -3.6763 1.8082
O -0.0211 1.9800 -0.0758
H 0.2753 -0.9195 -1.1883
C -0.0377 0.7642 -0.0635
O -2.1146 -1.0620 2.2985
```

Summary:
Net charge: -1
2S+1: 1
HOMO-LUMO gap (alpha / beta) in Ha: 0.30252 / 0.30255

Which structure is the most stable? The one labeled A.

A | DFT (ωB97M-V/def2-TZVPD) results for 2 unconnected molecules or ions with the total composition C3H10N2O2S.

```
18
C3H10N2O2S | OMol25 | ωB97M-V/def2-TZVPD
C 0.5302 0.1158 -1.9628
H -2.2043 1.5194 -0.0290
H 0.1680 1.7800 1.2889
S -0.9433 1.5175 1.9908
N 1.5871 -0.2939 -1.2056
H 1.4328 -0.7746 -0.3372
O 0.6680 0.5981 -3.0783
H -1.7096 -1.2853 -0.0463
H -1.4151 0.4291 -2.0085
H -2.7512 0.3369 1.1500
H 2.5360 -0.2376 -1.5248
O 1.8166 -1.1168 1.7040
H 2.3852 -0.4662 2.0921
C -1.0979 -0.3838 -0.0819
H 1.8192 -1.8250 2.3577
H -0.2103 -0.6137 0.4912
N -0.7342 -0.0340 -1.4302
C -1.8772 0.7341 0.6298
```

Summary:
2S+1: 1
HOMO-LUMO gap in Ha: 0.34144

B | DFT (ωB97M-V/def2-TZVPD) results for 2 unconnected molecules or ions with the total composition C3H10N2O2S.

```
18
C3H10N2O2S | OMol25 | ωB97M-V/def2-TZVPD
H 0.4258 1.9601 2.5970
H -0.5158 -0.8349 -3.0326
H 1.0071 -1.1426 1.3028
H 2.5396 -1.3115 0.7539
H -1.1656 2.0091 0.7970
N 1.5886 -1.1204 0.4760
C 1.5102 0.0412 -0.2859
O 2.4961 0.5687 -0.7546
H -2.3406 0.8116 1.5217
H -0.9937 -0.9838 0.3020
H 0.2734 0.9692 -1.5065
H 0.0775 -1.8144 -2.1113
S -0.2365 0.8010 2.6178
O -0.7688 -1.6393 -2.5498
C -0.9742 0.0698 0.0033
C -1.3396 1.0059 1.1790
N 0.2426 0.4555 -0.6395
H -1.8262 0.1548 -0.6703
```

Summary:
2S+1: 1
HOMO-LUMO gap in Ha: 0.36621

Which structure is the most stable? The one labeled A.